1.
Density functional theory data (ωB97M-V/def2-TZVPD) for a 2-piece molecular cluster, C6H9NO overall at a distorted geometry.

Positions of all 17 atoms, in Å:
C -1.01 -2.84 0.42
C -1.45 -2.06 -0.55
C -0.87 -0.90 -0.92
N 0.21 -0.35 -0.34
C 0.63 -1.06 0.82
C -0.02 -2.16 1.20
H -1.48 -3.83 0.78
H -2.12 -2.62 -1.33
H -1.27 -0.40 -1.80
H 1.50 -0.70 1.18
H 0.47 -2.72 1.97
C 0.86 3.62 -0.17
O 1.52 2.41 -0.83
H 1.40 4.53 -0.55
H -0.27 3.96 -0.40
H 0.91 3.59 0.94
H 1.01 1.52 -0.42

The calculation puts the relative energy (zero: lowest compared OMol25 entry of this formula, charge and spin) at 63.4 kcal per mole. Its gap between HOMO and LUMO is 10.062 eV. The LUMO energy is 0.384 eV. For the max |F|, the calculation gives 6.82 eV/Å. The SMILES is c1ccncc1.CO. The calculation puts the HOMO energy at -9.678 eV. The molar mass comes out at 111.1 Da. Its total charge is 0.

=====

2.
Density functional theory data (ωB97M-V/def2-TZVPD) for C6H9NO as an isolated structure at a distorted geometry.

Positions of all 17 atoms, in Å:
C -0.20 1.02 -0.30
C -1.16 0.18 0.41
C -1.08 -1.08 -0.39
C 0.39 -1.56 -0.68
C 0.97 0.45 0.60
C -0.19 0.31 1.61
H -2.23 0.61 0.42
H -1.66 -0.85 -1.33
H -1.50 -1.93 0.21
H 0.55 -1.50 -1.82
H 0.43 -2.68 -0.43
H 2.19 -0.56 -0.61
H 1.87 1.11 0.69
H -0.47 1.34 1.93
H 0.04 -0.46 2.42
N 1.45 -0.82 0.01
O -0.21 1.84 -1.14

The calculation puts the relative energy (zero: lowest compared OMol25 entry of this formula, charge and spin) at 54.4 kcal per mole. Its gap between HOMO and LUMO is 9.204 eV. The LUMO energy is 0.885 eV. For the max |F|, the calculation gives 2.88 eV/Å. The calculation puts the HOMO energy at -8.319 eV. The molar mass comes out at 111.1 Da. Its total charge is 0.

=====

3.
Density functional theory data (ωB97M-V/def2-TZVPD) for a 2-piece molecular cluster, C6H9NO overall at a distorted geometry.

Positions of all 17 atoms, in Å:
H 1.38 0.16 2.18
N 1.27 1.15 2.23
C 0.13 1.56 1.88
C -1.10 0.83 1.54
C -1.54 -0.34 2.06
H 0.27 2.58 1.61
H -1.69 1.55 0.86
H -2.42 -0.77 1.77
H -0.91 -0.86 2.64
C 0.91 -0.32 -2.94
C 0.48 -0.60 -1.55
C -0.12 -1.70 -1.08
O -0.63 -2.65 -0.61
H 0.12 -0.11 -3.59
H 1.58 -1.27 -3.25
H 1.53 0.56 -2.85
H 0.75 0.21 -0.91

The calculation puts the relative energy (zero: lowest compared OMol25 entry of this formula, charge and spin) at 83.8 kcal per mole. Its gap between HOMO and LUMO is 9.120 eV. The LUMO energy is 0.322 eV. For the max |F|, the calculation gives 4.68 eV/Å. The SMILES is [H]/N=C\C=C.CC=C=O. The calculation puts the HOMO energy at -8.798 eV. The molar mass comes out at 111.1 Da. Its total charge is 0.

=====

4.
Density functional theory data (ωB97M-V/def2-TZVPD) for a 2-piece molecular cluster, C6H9NO overall at a distorted geometry.

Positions of all 17 atoms, in Å:
C 0.17 -1.78 0.47
C -0.57 -1.03 -0.65
C -1.79 -0.35 -0.15
O -0.13 -0.97 -1.80
H -0.67 -2.11 1.05
H 0.73 -1.01 1.09
H 0.85 -2.45 -0.03
H -2.64 -0.95 0.17
H -2.21 0.41 -0.87
H -1.42 0.10 0.68
C 1.91 1.30 -0.55
C 0.60 1.54 -0.26
C 0.18 1.40 1.05
N 0.12 1.50 2.19
H 2.39 1.43 -1.50
H 2.50 0.82 0.12
H -0.01 2.15 -1.02

The calculation puts the relative energy (zero: lowest compared OMol25 entry of this formula, charge and spin) at 58.4 kcal per mole. Its gap between HOMO and LUMO is 9.798 eV. The LUMO energy is 0.064 eV. For the max |F|, the calculation gives 4.40 eV/Å. The SMILES is CC(C)=O.C=CC#N. The calculation puts the HOMO energy at -9.734 eV. The molar mass comes out at 111.1 Da. Its total charge is 0.

=====

5.
Density functional theory data (ωB97M-V/def2-TZVPD) for a 2-piece molecular cluster, C6H9NO overall at a distorted geometry.

Positions of all 17 atoms, in Å:
C -1.53 1.31 -1.09
C -1.71 0.23 -0.26
C -0.69 -0.53 0.44
C -1.03 -1.61 1.24
C 0.18 -2.19 1.67
N 1.28 -1.51 1.06
C 0.66 -0.46 0.24
H -2.47 1.77 -1.49
H -0.65 1.89 -1.27
H -2.71 -0.19 -0.21
H -2.04 -1.80 1.58
H 0.32 -2.95 2.39
H 2.05 -2.05 0.69
H 1.34 0.32 -0.11
O 2.14 2.67 -1.87
H 2.40 3.32 -1.28
H 2.47 1.79 -1.74

The calculation puts the relative energy (zero: lowest compared OMol25 entry of this formula, charge and spin) at 44.3 kcal per mole. Its gap between HOMO and LUMO is 8.803 eV. The LUMO energy is 0.764 eV. For the max |F|, the calculation gives 3.53 eV/Å. The SMILES is C=Cc1cc[nH]c1.O. The calculation puts the HOMO energy at -8.040 eV. The molar mass comes out at 111.1 Da. Its total charge is 0.

=====

6.
Density functional theory data (ωB97M-V/def2-TZVPD) for one molecule with the formula C6H9NO at a distorted geometry.

Positions of all 17 atoms, in Å:
C -1.80 0.83 -0.90
C 2.13 -0.69 0.73
C 0.56 -0.43 -1.11
C -0.93 -0.07 -0.01
C 1.22 0.21 -0.04
C 0.19 0.90 0.75
N -1.46 -1.01 0.74
O 0.62 -0.94 -2.17
H -1.73 -1.83 0.20
H -1.19 1.44 -1.57
H -2.46 0.20 -1.49
H -2.38 1.50 -0.26
H 1.51 -1.41 1.29
H 2.80 -1.24 0.07
H 2.71 -0.11 1.45
H 0.24 0.71 1.83
H -0.01 1.94 0.50

The calculation puts the relative energy (zero: lowest compared OMol25 entry of this formula, charge and spin) at 102.8 kcal per mole. Its gap between HOMO and LUMO (spin up / spin down) is 7.317 / 7.374 eV. The LUMO energy (spin up / spin down) is -0.852 / -0.840 eV. For the max |F|, the calculation gives 3.86 eV/Å. The calculation puts the HOMO energy (spin up / spin down) at -8.170 / -8.214 eV. The molar mass comes out at 111.1 Da. Its total charge is 0.

=====

7.
Density functional theory data (ωB97M-V/def2-TZVPD) for C6H9NO as an isolated structure at a distorted geometry.

Positions of all 17 atoms, in Å:
C 1.20 -1.36 -0.08
C 0.12 1.45 -1.38
C -0.03 -0.26 1.68
C -0.91 -0.18 0.49
C 0.09 0.74 -0.08
C -2.11 -0.64 0.13
N 0.63 1.12 1.08
O 0.11 -0.75 2.74
H 1.58 1.48 1.16
H 1.20 -1.30 -1.17
H 0.79 -2.31 0.25
H 2.19 -1.16 0.34
H -0.70 2.17 -1.39
H -0.04 0.74 -2.19
H 1.06 1.98 -1.52
H -2.51 -0.45 -0.85
H -2.68 -1.27 0.80

The calculation puts the relative energy (zero: lowest compared OMol25 entry of this formula, charge and spin) at 114.8 kcal per mole. Its gap between HOMO and LUMO (spin up / spin down) is 7.503 / 7.514 eV. The LUMO energy (spin up / spin down) is 0.307 / 0.310 eV. For the max |F|, the calculation gives 2.00 eV/Å. The calculation puts the HOMO energy (spin up / spin down) at -7.196 / -7.204 eV. The molar mass comes out at 111.1 Da. Its total charge is 0.

=====

8.
Density functional theory data (ωB97M-V/def2-TZVPD) for one molecule with the formula C6H9NO2 at a distorted geometry.

Positions of all 18 atoms, in Å:
C 0.49 -0.91 -1.70
C 0.34 -0.05 -0.64
C -0.65 1.04 -0.76
C -1.55 -0.15 0.16
C -1.74 0.23 1.60
O -2.30 -0.89 -0.42
C 1.38 0.11 0.44
N 2.56 -0.53 0.24
O 1.26 0.92 1.35
H -0.29 -1.53 -2.10
H 1.39 -1.01 -2.30
H -1.18 1.10 -1.70
H -0.43 1.95 -0.21
H -0.88 0.76 2.01
H -2.59 0.90 1.67
H -1.93 -0.65 2.20
H 3.35 -0.25 0.79
H 2.76 -1.03 -0.61

The calculation puts the relative energy (zero: lowest compared OMol25 entry of this formula, charge and spin) at 80.7 kcal per mole. Its gap between HOMO and LUMO (spin up / spin down) is 7.347 / 7.308 eV. The LUMO energy (spin up / spin down) is -0.405 / -0.751 eV. For the max |F|, the calculation gives 4.45 eV/Å. The SMILES is C=C(CC(C)=O)C(N)=O. The calculation puts the HOMO energy (spin up / spin down) at -7.753 / -8.059 eV. The molar mass comes out at 127.1 Da. Its total charge is 0.

=====

9.
Density functional theory data (ωB97M-V/def2-TZVPD) for one molecule with the formula C6H9NO2 at a distorted geometry.

Positions of all 18 atoms, in Å:
C 2.36 0.54 -0.68
C 1.39 -0.20 0.21
O 1.78 -1.05 1.00
C -0.12 0.21 0.13
C -0.38 1.68 0.13
C -0.95 -0.83 0.09
N -0.66 -2.18 0.11
C -2.50 -0.53 0.09
O -3.31 -1.42 0.32
H 2.63 1.49 -0.21
H 1.90 0.73 -1.66
H 3.25 -0.06 -0.84
H -0.26 2.10 -0.87
H -1.38 1.94 0.49
H 0.31 2.20 0.81
H 0.21 -2.38 0.62
H -1.45 -2.73 0.45
H -2.82 0.49 -0.17

The calculation puts the relative energy (zero: lowest compared OMol25 entry of this formula, charge and spin) at 26.7 kcal per mole. Its gap between HOMO and LUMO is 8.789 eV. The LUMO energy is 0.060 eV. For the max |F|, the calculation gives 3.04 eV/Å. The SMILES is CC(=O)/C(C)=C(\N)C=O. The calculation puts the HOMO energy at -8.729 eV. The molar mass comes out at 127.1 Da. Its total charge is 0.